# C28H19Cl5N4O4Ti

A molecular structure, C28H19Cl5N4O4Ti (ωB97M-V/def2-TZVPD, the OMol25 dataset).

Computed properties:
2S+1: 4
E_tot, eV: -129224.383
Kohn-Sham gap (alpha / beta), eV: 4.5 / 8.1
Largest force on an atom, eV/Å: 0.570
Net charge: -1
LUMO energy (alpha / beta), eV: 2.3 / 2.3
E_HOMO (alpha / beta), hartree: -0.0817 / -0.2153

Each line ends with the Mulliken spin population.
Element x y z (Å)
1 Ti -0.357 0.180 0.004  1.081
2 Cl -2.807 -0.987 -2.223  -0.001
3 C -2.130 0.543 -2.696  0.092
4 C -1.164 1.143 -1.887  -0.033
5 C -0.671 2.358 -2.362  0.017
6 Cl 0.530 3.173 -1.405  0.007
7 C -1.093 2.956 -3.543  -0.025
8 Cl -0.430 4.458 -4.069  0.000
9 C -2.066 2.322 -4.310  0.024
10 Cl -2.612 3.038 -5.779  0.001
11 C -2.589 1.103 -3.887  -0.030
12 Cl -3.786 0.315 -4.843  0.001
13 N 0.178 -3.707 1.253  0.002
14 C 1.496 -3.356 1.423  -0.002
15 C 1.493 -2.008 1.608  0.005
16 N 0.203 -1.537 1.551  0.008
17 C -0.560 -2.579 1.317  0.006
18 H -0.171 -4.623 1.035  0.000
19 H 2.290 -4.082 1.405  0.000
20 H 2.323 -1.343 1.778  -0.003
21 H -1.626 -2.532 1.167  0.000
22 O -2.118 -0.146 0.764  -0.052
23 N -3.251 0.589 0.677  0.252
24 C -4.464 -0.070 0.713  0.188
25 C -5.621 0.608 0.485  -0.114
26 C -5.612 1.991 0.206  0.420
27 C -4.356 2.639 0.200  -0.082
28 C -3.205 1.950 0.430  0.241
29 H -4.399 -1.127 0.920  0.039
30 H -6.551 0.054 0.523  -0.005
31 H -6.525 2.533 0.012  0.050
32 H -4.281 3.703 0.020  -0.007
33 H -2.222 2.397 0.463  0.026
34 N 0.319 1.535 1.399  0.148
35 C 0.844 1.631 2.454  0.172
36 C 1.482 1.765 3.665  0.017
37 C 2.871 2.107 3.723  0.222
38 C 3.504 2.217 4.936  -0.119
39 C 2.821 2.001 6.140  0.307
40 C 1.461 1.667 6.093  -0.117
41 C 0.794 1.546 4.899  0.215
42 H 3.409 2.278 2.800  0.025
43 H 4.556 2.479 4.955  -0.006
44 H 3.332 2.093 7.089  0.030
45 H 0.918 1.496 7.016  -0.007
46 H -0.256 1.282 4.875  0.026
47 O 0.747 -3.600 -2.682  0.000
48 C 1.951 -3.026 -2.864  0.003
49 C 2.897 -3.707 -3.628  -0.002
50 C 4.147 -3.158 -3.839  0.003
51 C 4.482 -1.921 -3.293  -0.002
52 C 3.553 -1.244 -2.531  0.002
53 C 2.281 -1.778 -2.303  -0.003
54 C 1.324 -1.041 -1.463  -0.014
55 O 1.637 0.025 -0.883  -0.011
56 O 0.137 -1.508 -1.304  0.004
57 H 0.211 -2.955 -2.158  -0.001
58 H 2.623 -4.665 -4.050  0.000
59 H 4.870 -3.697 -4.438  0.000
60 H 5.462 -1.495 -3.467  0.000
61 H 3.776 -0.282 -2.089  0.001